# 1
36
Properties=species:S:1:pos:R:3 method="wB97M-V/def2-TZVPD" smiles="O=C(N[C@@H](Cc1ccccc1)B(O)O)c1ccccc1" de_lowest_kj_mol=68.3 lumo_ev=0.30 fmax_ev_per_a=2.76 homo_energy_ev=-8.967
O 1.737 -1.049 -1.912
O -3.425 -1.142 -1.794
O -2.829 0.224 0.060
B -2.484 -0.643 -0.960
C 1.199 -0.106 -1.375
C 3.495 3.505 -1.389
C -1.674 -0.831 3.724
C 4.096 2.236 -1.284
C 2.113 3.622 -1.594
C -0.407 -0.503 3.222
C -2.522 -1.632 3.047
C 3.391 1.077 -1.141
C 1.427 2.398 -1.557
C -0.094 -1.103 2.005
C -2.211 -2.119 1.796
C 1.981 1.152 -1.311
C -0.921 -1.936 1.259
N -0.060 -0.038 -0.941
C -0.669 -2.273 -0.151
C -0.988 -1.133 -1.109
H -3.263 -1.684 -2.558
H -3.822 0.184 0.176
H 4.150 4.415 -1.192
H -1.997 -0.428 4.678
H 5.187 2.162 -1.149
H 1.640 4.528 -1.961
H 0.234 0.271 3.668
H -3.434 -1.917 3.513
H 3.918 0.107 -1.084
H 0.426 2.466 -1.997
H 0.895 -0.845 1.552
H -2.919 -2.617 1.215
H -0.511 0.834 -0.559
H 0.355 -2.479 -0.283
H -1.134 -3.225 -0.457
H -0.878 -1.479 -2.155



# 2
24
Properties=species:S:1:pos:R:3 method="wB97M-V/def2-TZVPD" de_lowest_kj_mol=145.1 lumo_ev=-3.76 fmax_ev_per_a=5.16 total_charge=+1 homo_energy_ev=-11.430
C 1.764 0.438 2.440
C -0.197 -1.109 2.734
C -0.356 0.926 1.430
C -0.482 -1.530 -1.084
C 1.654 0.638 -1.810
C -1.683 1.380 -1.821
N 0.952 1.122 1.777
N 1.122 -0.799 3.052
N -0.946 -0.274 2.009
Si -0.179 0.306 -1.207
H 2.804 0.638 2.591
H -0.548 -2.055 3.114
H -0.911 1.854 1.667
H -1.130 -1.832 -0.291
H -0.705 -1.894 -2.141
H 0.459 -1.935 -0.772
H 2.334 1.396 -1.374
H 2.202 -0.338 -1.810
H 1.582 0.690 -2.927
H -1.221 2.302 -2.175
H -2.440 1.158 -2.560
H -2.062 1.704 -0.881
H 1.658 -1.586 3.599
H -1.860 -0.482 1.867



# 3
18
Properties=species:S:1:pos:R:3 method="wB97M-V/def2-TZVPD" smiles=Nc1cc(N)nc(CS)n1 de_lowest_kj_mol=158.6 lumo_ev=0.75 fmax_ev_per_a=3.96 homo_energy_ev=-8.802
C -1.059 0.352 -1.107
C -0.383 -0.782 -1.407
C 0.521 -1.284 -0.396
C -0.082 0.454 0.878
C 0.043 1.052 2.243
H -1.893 0.995 -2.833
H -1.995 2.054 -1.641
H -0.382 -1.298 -2.330
H 1.256 -2.775 -1.637
H 1.971 -2.745 -0.092
H -0.683 1.861 2.280
H -0.491 0.338 2.995
H 2.599 0.964 1.996
N -2.100 0.949 -1.860
N 1.395 -2.273 -0.736
N 0.618 -0.665 0.703
N -0.927 1.034 0.059
S 1.591 1.769 2.884



# 4
56
Properties=species:S:1:pos:R:3 method="wB97M-V/def2-TZVPD" smiles="C/C=C/CCCCN.O.O.O.O.O.O.O.O.O.O.O" de_lowest_kj_mol=383.7 lumo_ev=0.06 fmax_ev_per_a=3.19 homo_energy_ev=-9.450
C 1.214 1.546 0.759
C 2.059 1.444 -0.489
C 1.390 1.807 -1.828
C 0.703 0.714 -2.683
C 0.654 -0.649 -2.162
C -0.276 -1.600 -2.158
C 0.018 -2.927 -1.566
N 2.002 1.669 1.983
H 0.477 2.351 0.621
H 0.657 0.611 0.951
H 2.395 0.388 -0.554
H 3.011 1.999 -0.351
H 2.255 2.136 -2.419
H 0.782 2.736 -1.619
H 1.201 0.852 -3.668
H -0.281 1.074 -3.066
H 1.552 -0.866 -1.530
H -1.234 -1.398 -2.590
H -0.847 -3.334 -0.979
H 0.348 -3.549 -2.391
H 0.739 -2.933 -0.722
H 1.400 2.071 2.695
H 2.895 2.147 1.891
H -1.481 -1.116 0.478
H -3.150 -0.901 0.052
O -2.205 -0.578 0.084
H 2.355 -0.773 -3.951
H 3.064 -0.608 -2.606
O 3.216 -0.619 -3.554
H -0.001 -1.635 3.611
H -0.451 -0.264 3.554
O 0.389 -0.749 3.516
H -1.673 3.067 2.400
H -1.125 4.390 1.829
O -1.116 3.842 2.619
H -3.590 -0.652 2.766
H -2.451 -0.453 1.859
O -2.635 -0.498 2.822
H -4.578 -0.672 -1.171
H -4.500 0.463 -0.195
O -4.744 -0.482 -0.223
H -2.870 2.591 0.409
H -1.939 1.238 0.346
O -2.204 2.032 0.803
H 0.504 -2.146 0.496
H 0.496 -1.566 1.843
O -0.152 -1.958 1.215
H 2.267 -0.285 2.330
H 2.056 -1.355 3.328
O 2.618 -1.168 2.563
H -3.020 0.154 -3.083
H -2.578 0.384 -1.624
O -3.355 0.280 -2.191
H 3.296 -2.731 1.016
H 3.326 -1.297 0.325
O 3.118 -2.225 0.209



# 5
41
Properties=species:S:1:pos:R:3 method="wB97M-V/def2-TZVPD" s2=2.009 spin_multiplicity=3 de_lowest_kj_mol=219.8 lumo_ev="3.80 / 3.80" fmax_ev_per_a=3.73 total_charge=-2 homo_energy_ev="1.174 / 1.257"
Pd -18.152 -1.030 0.696
B -18.688 -3.366 1.090
H -17.714 -3.365 0.478
H -19.201 -4.402 1.077
H -18.456 -3.013 2.179
H -19.349 -2.589 0.573
P -17.023 -1.779 -1.809
O -16.712 -1.062 -3.141
O -16.677 -3.275 -1.940
O -18.507 -1.785 -1.283
O -16.419 -1.172 -0.483
C -14.444 -1.070 4.682
C -15.357 -2.232 5.051
O -16.183 -2.304 3.926
C -16.351 -1.020 3.485
O -17.108 -0.662 2.654
O -15.342 -0.238 3.959
F -16.068 -1.714 6.146
H -13.689 -1.416 3.968
H -13.940 -0.637 5.541
H -14.781 -3.087 5.388
C -21.120 -1.244 4.982
C -22.050 -2.120 4.167
O -21.793 -1.718 2.850
C -20.708 -0.931 2.795
O -20.154 -0.576 1.806
O -20.220 -0.698 4.029
F -23.354 -1.738 4.442
H -20.559 -1.754 5.764
H -21.652 -0.414 5.454
H -21.957 -3.163 4.470
C -18.958 4.586 1.279
C -19.662 3.823 2.433
O -19.408 2.503 2.098
C -18.489 2.417 1.132
O -18.074 1.362 0.771
O -18.087 3.612 0.731
F -21.009 4.153 2.289
H -18.448 5.509 1.549
H -19.671 4.857 0.499
H -19.426 4.214 3.419



# 6
119
Properties=species:S:1:pos:R:3 method="wB97M-V/def2-TZVPD" lumo_ev=-3.83 fmax_ev_per_a=7.47 total_charge=+1 homo_energy_ev=-11.103
C 1.529 -3.693 0.118
C 0.758 -3.088 -0.778
C -0.398 -2.267 -1.587
C -0.620 -0.837 -0.793
C 0.300 0.267 -1.522
C 1.209 1.021 -0.384
C 2.605 0.202 -0.082
C 2.595 -0.584 1.331
Cl 3.946 1.505 0.073
C -0.389 1.214 -2.611
P -0.661 3.024 -2.280
O 0.264 3.857 -3.232
O -2.281 3.449 -2.777
O -0.462 3.648 -0.725
C -1.789 0.514 -3.081
C -2.759 0.035 -1.870
C -3.662 -1.169 -2.566
C -5.196 -1.103 -2.062
C -5.544 -2.199 -0.890
F -4.889 -1.712 0.298
F -5.037 -3.457 -1.388
C -7.151 -2.273 -0.813
F -7.666 -3.002 -1.966
F -7.718 -0.940 -0.933
S -7.873 -3.050 0.724
F -6.516 -3.981 1.049
F -8.457 -4.372 -0.201
F -9.342 -2.242 0.393
F -7.408 -1.790 1.732
F -8.621 -3.769 2.053
N -2.089 -0.538 -0.676
C -2.332 0.158 0.663
C -2.585 1.698 0.656
C -2.813 2.391 2.090
C -2.734 1.317 3.247
C -2.429 -0.206 3.073
N -2.231 -0.764 1.775
H 1.931 -4.168 1.099
H -1.324 -2.947 -1.564
H -0.057 -2.097 -2.672
H -0.136 -1.025 0.253
H 1.104 -0.365 -2.096
H 1.573 2.056 -0.785
H 0.644 1.210 0.601
H 2.935 -0.463 -0.959
H 3.241 -0.009 2.116
H 1.536 -0.798 1.733
H 3.172 -1.583 1.153
H 0.274 1.164 -3.575
H -2.808 3.739 -1.989
H 0.406 4.127 -0.595
H -2.348 1.125 -3.903
H -1.465 -0.470 -3.629
H -3.532 0.865 -1.716
H -3.161 -2.200 -2.476
H -3.695 -0.937 -3.711
H -5.503 -0.034 -1.755
H -5.867 -1.408 -2.968
H -2.530 -1.486 -0.537
H -2.634 2.284 -0.330
H -3.026 3.509 2.224
H -2.917 1.702 4.327
H -2.384 -0.906 3.998
C 7.949 -1.894 3.281
C 6.861 -2.394 2.695
C 6.536 -2.092 1.272
O 5.540 -2.583 0.761
C 7.439 -1.201 0.535
C 8.527 -0.697 1.122
C 8.865 -1.021 2.537
O 9.877 -0.558 3.038
O 9.374 0.137 0.447
O 5.998 -3.206 3.379
H 8.197 -2.107 4.312
H 7.183 -0.976 -0.492
H 10.081 0.362 1.085
H 5.295 -3.436 2.738
C 6.449 3.807 5.387
C 6.518 2.500 5.123
C 5.992 1.938 3.847
O 6.087 0.741 3.626
C 5.366 2.862 2.895
C 5.293 4.167 3.160
C 5.843 4.734 4.423
O 5.776 5.936 4.626
O 4.708 5.035 2.280
O 7.077 1.626 6.014
H 6.829 4.229 6.308
H 4.973 2.439 1.980
H 4.781 5.918 2.697
H 7.009 0.746 5.592
C -7.149 -8.389 -3.422
C -7.674 -9.615 -3.498
C -8.957 -9.953 -2.820
O -9.418 -11.078 -2.926
C -9.619 -8.903 -2.037
C -9.093 -7.679 -1.959
C -7.824 -7.333 -2.660
O -7.380 -6.197 -2.582
O -9.700 -6.693 -1.231
O -7.053 -10.608 -4.203
H -6.220 -8.130 -3.912
H -10.541 -9.166 -1.535
H -9.128 -5.905 -1.332
H -7.628 -11.394 -4.107
C 5.830 8.095 -1.165
C 5.002 7.164 -0.686
C 3.539 7.422 -0.553
O 2.805 6.541 -0.128
C 3.036 8.745 -0.939
C 3.865 9.676 -1.415
C 5.322 9.409 -1.574
O 6.049 10.277 -2.029
O 3.408 10.913 -1.776
O 5.462 5.936 -0.299
H 6.893 7.920 -1.269
H 1.975 8.925 -0.821
H 4.197 11.401 -2.088
H 4.672 5.447 0.008



# 7
69
Properties=species:S:1:pos:R:3 method="wB97M-V/def2-TZVPD" lumo_ev=-0.57 fmax_ev_per_a=10.14 homo_energy_ev=-10.659
O -2.680 1.042 -1.760
C -1.642 0.457 -1.139
O -1.614 -0.271 0.171
C -0.813 -1.467 -0.170
C -0.656 -2.633 0.972
F -1.051 -2.012 2.282
F 0.714 -3.172 1.133
F -1.587 -3.798 0.741
C 0.510 -0.697 -0.757
O 1.305 0.180 0.126
Br 1.770 -1.853 -1.860
O -0.219 0.324 -1.580
H -1.231 -2.063 -1.086
H 1.209 -0.081 1.088
C -1.811 3.983 -3.497
Cl -0.232 3.198 -3.669
Cl -1.629 5.602 -2.801
Cl -2.636 4.068 -5.063
H -2.422 3.383 -2.818
C 1.888 7.114 -1.443
Cl 1.983 6.254 0.103
Cl 1.493 8.822 -1.181
Cl 3.411 6.959 -2.336
H 1.091 6.664 -2.040
C 4.528 -4.839 -1.124
Cl 4.205 -4.119 0.463
Cl 4.310 -6.596 -1.066
Cl 3.478 -4.122 -2.358
H 5.567 -4.629 -1.392
C -4.101 -1.877 4.069
Cl -5.469 -1.032 3.325
Cl -3.856 -1.320 5.733
Cl -4.357 -3.630 4.031
H -3.200 -1.648 3.494
C 5.272 -4.876 -6.217
Cl 5.367 -5.737 -4.671
Cl 4.877 -3.169 -5.955
Cl 6.795 -5.032 -7.110
H 4.475 -5.327 -6.814
C 1.504 -0.642 -5.794
Cl 0.184 -1.751 -6.201
Cl 0.897 0.728 -4.849
Cl 2.780 -1.492 -4.907
H 1.930 -0.257 -6.725
C -3.638 8.857 -3.926
Cl -4.781 9.784 -4.913
Cl -3.430 7.225 -4.584
Cl -2.078 9.693 -3.831
H -4.045 8.772 -2.916
C -6.917 -0.715 8.200
Cl -7.890 -2.158 7.867
Cl -7.713 0.733 7.558
Cl -6.628 -0.546 9.940
H -5.952 -0.828 7.700
C -6.550 -7.043 3.766
Cl -4.867 -6.669 3.358
Cl -6.789 -6.997 5.521
Cl -7.652 -5.916 2.958
H -6.773 -8.054 3.415
C 4.640 8.416 2.375
Cl 5.045 10.141 2.364
Cl 4.507 7.797 0.720
Cl 5.851 7.498 3.287
H 3.672 8.293 2.868
C 6.227 -5.397 3.838
Cl 6.632 -3.672 3.826
Cl 6.094 -6.016 2.183
Cl 7.438 -6.314 4.750
H 5.259 -5.520 4.330



# 8
4
Properties=species:S:1:pos:R:3 method="wB97M-V/def2-TZVPD" de_lowest_kj_mol=35.9 lumo_ev=0.36 fmax_ev_per_a=4.35 homo_energy_ev=-9.659
H 1.089 0.385 0.143
H -1.005 0.533 -0.129
N 0.594 -0.457 -0.039
N -0.678 -0.461 0.026



# 9
21
Properties=species:S:1:pos:R:3 method="wB97M-V/def2-TZVPD" smiles="C=[NH+]CC[C@@H](C)[NH3+]" de_lowest_kj_mol=34.6 lumo_ev=-8.46 fmax_ev_per_a=2.37 total_charge=+2 homo_energy_ev=-20.473
C -1.684 0.886 1.101
C -1.041 0.411 -0.199
C 0.483 0.594 -0.307
C 1.221 -0.330 0.671
C 2.591 -2.150 -0.069
N 1.397 -1.726 0.166
N -1.759 1.247 -1.297
H -1.362 0.232 1.919
H -2.764 0.714 1.123
H -1.514 1.930 1.374
H -1.256 -0.621 -0.489
H 0.747 0.350 -1.342
H 0.715 1.618 -0.035
H 2.239 0.034 0.810
H 0.762 -0.327 1.656
H 2.640 -3.135 -0.527
H 3.490 -1.574 0.097
H 0.749 -2.476 -0.062
H -1.538 2.228 -1.102
H -1.348 1.001 -2.198
H -2.768 1.092 -1.291



What did the second record say?
24
Properties=species:S:1:pos:R:3 method="wB97M-V/def2-TZVPD" de_lowest_kj_mol=145.1 lumo_ev=-3.76 fmax_ev_per_a=5.16 total_charge=+1 homo_energy_ev=-11.430
C 1.764 0.438 2.440
C -0.197 -1.109 2.734
C -0.356 0.926 1.430
C -0.482 -1.530 -1.084
C 1.654 0.638 -1.810
C -1.683 1.380 -1.821
N 0.952 1.122 1.777
N 1.122 -0.799 3.052
N -0.946 -0.274 2.009
Si -0.179 0.306 -1.207
H 2.804 0.638 2.591
H -0.548 -2.055 3.114
H -0.911 1.854 1.667
H -1.130 -1.832 -0.291
H -0.705 -1.894 -2.141
H 0.459 -1.935 -0.772
H 2.334 1.396 -1.374
H 2.202 -0.338 -1.810
H 1.582 0.690 -2.927
H -1.221 2.302 -2.175
H -2.440 1.158 -2.560
H -2.062 1.704 -0.881
H 1.658 -1.586 3.599
H -1.860 -0.482 1.867